1 | A cluster of 4 separate species, C5H16N2O in total. Source: the OMol25 dataset; level of theory: wB97M-V/def2-TZVPD.

Computed properties:
HOMO level	-6.738	eV

```
! RIJCOSX wB97M-V def2-TZVPD def2/J DEFGRID3
* xyz 0 1
C -1.9661 -0.0987 0.5207
C -1.9353 -0.2997 -0.9674
N -3.0935 -0.5828 1.1599
N -1.5514 1.1399 0.9079
H -0.5614 -1.0218 0.8147
H -3.1267 -0.4778 2.1655
H -3.4233 -1.4742 0.8247
H -0.6522 1.4389 0.4888
H -1.6280 1.3598 1.8910
H -0.8833 -0.2178 -1.2618
H -2.5256 0.4666 -1.4688
H -2.2889 -1.2921 -1.2396
C 1.4374 0.0628 -0.2098
C 2.5299 0.0742 0.8406
C 1.9640 -0.4091 -1.5494
O 0.9140 1.4146 -0.3575
H 1.6268 2.0252 -0.6115
H 0.3873 -0.7500 0.4184
H 2.1485 0.4361 1.7983
H 2.8072 0.2120 -1.9003
H 2.9242 -0.9318 0.9938
H 3.3755 0.7201 0.5476
H 2.3254 -1.4367 -1.4826
H 1.1954 -0.3580 -2.3231
*
```

2 | A cluster of 2 separate species, C5H16N2O in total. Source: the OMol25 dataset; level of theory: wB97M-V/def2-TZVPD.

Computed properties:
HOMO level	-9.362	eV

```
! RIJCOSX wB97M-V def2-TZVPD def2/J DEFGRID3
* xyz 0 1
C 2.4166 0.7404 1.6818
C 1.0358 0.1136 1.5706
N 0.7022 -0.0056 0.1331
C -0.6227 -0.5820 -0.0925
C -1.1133 -0.2319 -1.5014
C -1.8757 1.1023 -1.5552
N -3.2904 0.9851 -1.1453
H 2.9977 0.4656 2.5724
H 3.0466 0.3428 0.8846
H 2.3784 1.8275 1.7440
H 1.0556 -0.9247 1.9077
H 0.3160 0.6881 2.1623
H 0.5841 0.9371 -0.2439
H -0.6763 -1.6715 -0.0032
H -1.3959 -0.1804 0.5823
H -0.2693 -0.1157 -2.2064
H -1.6155 -1.0320 -2.0525
H -1.4139 1.8007 -0.8470
H -1.7732 1.6242 -2.5056
H -3.7009 0.1541 -1.5386
H -3.3119 0.9977 -0.1569
O 2.2526 -2.7179 0.1757
H 1.5298 -2.2388 -0.2433
H 2.7436 -2.0788 0.6770
*
```

Which is the most stable structure? 2 is the most stable.

1 | A cluster of 2 separate species, C5H16N2O in total. Source: the OMol25 dataset; level of theory: wB97M-V/def2-TZVPD.

Computed properties:
HOMO level	-9.103	eV

```
! RIJCOSX wB97M-V def2-TZVPD def2/J DEFGRID3
* xyz 0 1
N -1.5083 -0.2187 -2.0035
C -1.3042 -1.4439 -1.0772
C -0.7910 -1.1694 0.3526
C -0.4979 0.3172 0.7465
C 0.9751 0.7045 0.3271
C 2.0822 -0.2018 0.8603
N 1.7412 -1.0454 2.0258
H -2.1946 0.4088 -1.7075
H -0.6369 0.2248 -2.1411
H -0.3457 -1.9684 -1.5774
H -2.1358 -2.0550 -1.0193
H 0.1034 -1.7611 0.5363
H -1.5629 -1.5732 1.0652
H -1.2254 1.0969 0.3046
H -0.6177 0.3658 1.8129
H 1.0102 0.5852 -0.7795
H 1.1527 1.7494 0.5957
H 2.3000 -0.9901 0.0440
H 2.9757 0.3210 1.0893
H 0.9003 -0.8572 2.4406
H 2.5455 -1.0227 2.6434
O -0.9767 3.0517 -1.8607
H -0.2431 2.8941 -1.2556
H -1.7460 2.5875 -1.4226
*
```

2 | A cluster of 2 separate species, C5H16N2O in total. Source: the OMol25 dataset; level of theory: wB97M-V/def2-TZVPD.

Computed properties:
HOMO level	-8.428	eV

```
! RIJCOSX wB97M-V def2-TZVPD def2/J DEFGRID3
* xyz 0 1
C -0.7414 2.4824 1.5292
N 0.4856 2.4100 0.8547
C 0.6598 1.3042 -0.2015
C 1.3759 -0.0423 0.1733
C 0.5939 -1.1843 0.9283
C -0.7252 -1.5345 0.2761
N -0.4190 -2.6408 -0.6474
H -0.7470 3.3411 2.1623
H -1.6070 2.5561 0.7340
H -1.1106 1.6297 2.1262
H 1.3890 2.4118 1.3605
H 1.0699 1.7466 -1.1178
H -0.3788 1.0069 -0.4644
H 2.2575 0.2028 0.7993
H 1.7888 -0.5028 -0.7292
H 0.5780 -0.8951 1.9283
H 1.2548 -2.1267 0.7964
H -1.4622 -1.8293 0.9258
H -1.2700 -0.6591 -0.1092
H -1.1256 -3.2855 -0.9023
H 0.0197 -2.3814 -1.4188
O -0.7801 -0.9058 -2.6967
H -0.8745 -1.0483 -3.6524
H -0.2313 -0.0559 -2.6549
*
```

Which is the most stable structure? 1 is the most stable.

1 | A cluster of 3 separate species, C5H16N2O in total. Source: the OMol25 dataset; level of theory: wB97M-V/def2-TZVPD.

Computed properties:
HOMO level	-7.455	eV

```
! RIJCOSX wB97M-V def2-TZVPD def2/J DEFGRID3
* xyz 0 1
C -1.1809 -1.3676 0.5391
N -1.4973 0.0837 0.6761
C 0.1953 0.5774 -1.1791
C -0.3224 0.9493 0.2233
C 0.7559 0.9050 1.3517
N 1.6315 -0.2088 1.0848
C 2.9667 -0.0389 1.4961
H -0.1024 -1.5057 0.5582
H -1.6219 -1.7551 -0.3947
H -1.5346 -1.9129 1.4537
H -2.2119 0.2245 -0.1031
H 0.9728 1.2966 -1.4165
H 0.6278 -0.3915 -1.0161
H -0.6479 0.5778 -1.8516
H -0.6989 1.9722 0.2668
H -1.3586 -1.7349 -3.4464
H 1.3565 1.7873 1.5501
H 0.1105 0.7686 2.2255
H 3.6256 -0.5601 0.7752
H 3.3892 0.9852 1.5183
H 3.1424 -0.4960 2.4982
H -1.3629 -1.0259 -3.2073
H -3.5707 0.3284 -1.9237
O -2.6636 0.5412 -1.6785
*
```

2 | A cluster of 2 separate species, C5H16N2O in total. Source: the OMol25 dataset; level of theory: wB97M-V/def2-TZVPD.

Computed properties:
HOMO level	-8.684	eV

```
! RIJCOSX wB97M-V def2-TZVPD def2/J DEFGRID3
* xyz 0 1
C -0.9691 -2.0319 -2.0742
N -0.8776 -0.5073 -2.1852
C 0.3042 0.0609 -1.5084
C 0.1485 0.8900 -0.2492
C -0.7518 0.0318 0.7301
C -0.5161 0.5060 2.2270
N -1.9299 0.4971 2.8654
H -1.9987 -2.2809 -2.1327
H -0.3193 -2.4743 -2.9649
H -0.5741 -2.4965 -1.0989
H -1.7408 -0.2580 -1.7338
H 0.6460 0.8554 -2.2838
H 1.0648 -0.7481 -1.5437
H -0.2421 1.9125 -0.3443
H 1.1690 0.8547 0.2328
H -0.5899 -1.0606 0.6667
H -1.8431 0.1030 0.4673
H -0.0007 -0.1286 2.9869
H -0.1168 1.5693 2.2710
H -1.9447 1.3883 3.3190
H -2.5364 0.7109 2.0765
O 4.3943 0.5431 0.2336
H 4.2248 1.4477 0.5489
H 4.9993 0.6156 -0.5062
*
```

3 | A cluster of 2 separate species, C5H16N2O in total. Source: the OMol25 dataset; level of theory: wB97M-V/def2-TZVPD.

Computed properties:
HOMO level	-9.320	eV

```
! RIJCOSX wB97M-V def2-TZVPD def2/J DEFGRID3
* xyz 0 1
C 0.5297 -0.2838 1.8807
C 0.4586 -1.0794 0.5905
C -0.9076 -1.7025 0.3652
C 0.9978 -0.2803 -0.8016
C 0.0654 0.2342 -1.9228
N 2.1502 0.5629 -0.5134
H 0.2577 -0.9208 2.7224
H 1.5248 0.1319 2.0271
H -0.1851 0.5357 1.8828
H 1.2102 -1.8695 0.6593
H -1.1205 -2.4003 1.1762
H -1.6863 -0.9430 0.3535
H -0.9344 -2.2669 -0.5655
H 1.4544 -1.1675 -1.2627
H -0.9258 -0.2003 -1.8292
H -0.0242 1.3173 -1.8760
H 0.4874 -0.0197 -2.8951
H 2.7205 0.6790 -1.3430
H 1.8504 1.4861 -0.2190
N -2.0493 1.4276 0.3733
O -0.7324 1.9772 0.3169
H -2.5450 1.7925 -0.4401
H -2.4911 1.8335 1.1987
H -0.1054 1.1559 0.1217
*
```

4 | A cluster of 2 separate species, C5H16N2O in total. Source: the OMol25 dataset; level of theory: wB97M-V/def2-TZVPD.

Computed properties:
HOMO level	-7.939	eV

```
! RIJCOSX wB97M-V def2-TZVPD def2/J DEFGRID3
* xyz 0 1
C -1.5270 0.0206 1.3689
C -0.2827 0.8903 0.9715
N 0.9537 0.1395 0.6916
C 1.5432 -0.5145 1.8683
C 0.9772 -0.7278 -0.5064
C -0.1092 -1.8481 -0.7254
N -1.1841 -1.5172 -1.6567
H -2.1489 0.5663 2.1111
H -1.1552 -0.8255 1.9496
H -2.0822 -0.3160 0.5094
H -0.5594 1.3950 0.0359
H 0.0070 1.4924 1.8197
H 1.0651 -0.1948 2.8034
H 1.5636 -1.6147 1.8897
H 2.5956 -0.2490 1.9379
H 1.9580 -1.2597 -0.4620
H 0.9718 -0.0189 -1.3203
H -0.5477 -2.1007 0.2365
H 0.3547 -2.7131 -1.1407
H -0.7911 -1.2815 -2.5741
H -1.7934 -0.7714 -1.3652
O 0.0976 3.5574 -3.0785
H -0.6650 3.6710 -2.5032
H 0.7586 4.2203 -2.8609
*
```

Which is the most stable structure? 4 is the most stable.

1 | A cluster of 3 separate species, C2H4N4O2 in total. Source: the OMol25 dataset; level of theory: wB97M-V/def2-TZVPD.

Computed properties:
HOMO level	-8.932	eV

```
! RIJCOSX wB97M-V def2-TZVPD def2/J DEFGRID3
* xyz 0 1
C -1.3673 0.0229 0.8931
C 0.1740 -0.5450 -0.7501
H 2.1855 -0.5413 2.3920
H 1.8424 1.2486 0.2090
H -2.4691 0.2378 1.2282
H -1.4775 0.2364 -1.9680
N 1.9999 -0.3121 0.7594
N 0.6873 -0.6592 0.6006
N -0.2717 -0.0157 1.5924
N 0.4871 0.1880 -1.8826
O -1.1860 -0.3305 -0.3879
O -0.6045 0.4701 -2.6862
*
```

2 | An isolated molecule of C2H4N4O2. Source: the OMol25 dataset; level of theory: wB97M-V/def2-TZVPD.

Computed properties:
HOMO level	-8.882	eV

```
! RIJCOSX wB97M-V def2-TZVPD def2/J DEFGRID3
* xyz 0 1
N 1.9738 -1.5551 0.9367
N 0.5411 -1.2217 0.8561
C 0.1265 -0.3386 -0.0229
N 0.3813 0.2905 -1.3599
C -0.7058 0.7438 -1.8360
O -1.8007 1.0323 -0.9945
N -1.4059 0.1888 0.2511
O -1.1652 1.1337 1.1543
H 2.6201 -0.7864 0.4968
H 2.5218 -1.8011 1.9028
H -0.9337 1.1572 -2.8733
H -2.1534 1.1566 1.4887
*
```

Which is the most stable structure? 2 is the most stable.

1 | A cluster of 2 separate species, C2H4N4O2 in total. Source: the OMol25 dataset; level of theory: wB97M-V/def2-TZVPD.

Computed properties:
HOMO level (alpha / beta)	-7.704 / -7.922	eV

```
! RIJCOSX wB97M-V def2-TZVPD def2/J DEFGRID3
* xyz 0 1
C -0.0437 -0.8628 0.1814
C -2.4272 0.4963 -0.0248
N -0.3605 -2.0245 0.3635
N 0.9202 1.1126 0.8122
N 0.8690 0.0446 0.0248
N 1.6762 0.2905 -1.0272
O -2.8598 -0.3755 -0.6386
O -1.9471 1.3200 0.6210
H 0.3996 -2.7184 0.5872
H 0.4230 1.0866 1.6882
H 2.1589 1.0193 -0.6337
H 1.1914 0.6112 -1.9539
*
```

2 | An isolated molecule of C2H4N4O2. Source: the OMol25 dataset; level of theory: wB97M-V/def2-TZVPD.

Computed properties:
HOMO level	-9.015	eV

```
! RIJCOSX wB97M-V def2-TZVPD def2/J DEFGRID3
* xyz 0 1
N 2.4438 -0.1155 0.4112
C 1.3174 -0.0692 -0.3040
O 0.8562 -0.9191 -1.0217
N 0.6272 1.2317 -0.0211
N -0.5872 1.2314 0.0022
C -1.3244 -0.0167 0.3418
N -2.4297 -0.1107 -0.3886
O -0.9144 -0.8409 1.1312
H 3.1091 -0.8037 0.1690
H 2.6742 0.6810 0.9851
H -2.7585 0.6749 -0.9615
H -3.0139 -0.9432 -0.3437
*
```

3 | An isolated molecule of C2H4N4O2. Source: the OMol25 dataset; level of theory: wB97M-V/def2-TZVPD.

Computed properties:
HOMO level	-9.742	eV

```
! RIJCOSX wB97M-V def2-TZVPD def2/J DEFGRID3
* xyz 0 1
N 1.3032 -0.4851 -0.8521
N 0.0061 -0.5136 -0.4581
C -0.8428 0.4794 -1.0626
N -1.4575 1.2186 -0.2551
C -1.0895 0.7005 1.0559
O -1.5583 1.1050 2.0668
N 0.0708 -0.0884 0.8742
O 0.1245 -1.1553 1.6946
H 1.5945 0.4034 -1.2090
H 1.5142 -1.1980 -1.6326
H -0.7903 0.6984 -2.1906
H 1.1252 -1.1649 1.9685
*
```

Which is the most stable structure? 2 is the most stable.

1 | A cluster of 2 separate species, C2H4N4O2 in total. Source: the OMol25 dataset; level of theory: wB97M-V/def2-TZVPD.

Computed properties:
HOMO level (alpha / beta)	-9.182 / -9.194	eV

```
! RIJCOSX wB97M-V def2-TZVPD def2/J DEFGRID3
* xyz 0 1
C -1.8555 -1.4511 -0.0828
C -0.6908 0.6444 0.0869
N -1.3130 -0.3564 -0.3370
N 0.8808 -0.7396 0.4695
N -0.4805 1.8268 0.1472
N 1.9950 -0.3247 0.2114
O 3.0810 -0.9204 0.4222
O 2.1751 1.0014 -0.3028
H -2.0162 -2.1645 -0.8756
H -2.1516 -1.5384 0.9962
H -0.8992 2.5848 -0.3648
H 1.2749 1.4378 -0.3703
*
```

2 | An isolated molecule of C2H4N4O2. Source: the OMol25 dataset; level of theory: wB97M-V/def2-TZVPD.

Computed properties:
HOMO level	-9.598	eV

```
! RIJCOSX wB97M-V def2-TZVPD def2/J DEFGRID3
* xyz 0 1
C 0.9044 0.6380 -1.6180
O 0.9029 -0.0938 -0.3330
N -0.2032 0.0922 0.4613
N 0.0108 0.3020 1.7833
N -0.7485 -0.6553 2.3979
N -1.4537 -1.3881 1.5802
C -1.1859 -0.9303 0.2813
O -1.5024 -1.2368 -0.8389
H 1.1422 1.6933 -1.5662
H -0.0437 0.4264 -2.1374
H 1.8092 -0.1451 -2.1104
H 0.3680 1.2978 2.1000
*
```

Which is the most stable structure? 2 is the most stable.

1 | The ion C2H3N4 with charge +1. Source: the OMol25 dataset; level of theory: wB97M-V/def2-TZVPD.

Computed properties:
HOMO level (alpha / beta)	-15.857 / -16.095	eV

```
! RIJCOSX wB97M-V def2-TZVPD def2/J DEFGRID3
* xyz 1 1
C 1.6747 0.1664 1.9392
C -0.0551 0.1799 0.1534
N 3.6718 0.6370 1.6130
N 2.2539 0.5354 -0.0590
N 2.7843 0.5912 2.3936
N 1.2658 0.4108 0.5972
H -0.3630 1.2845 0.0228
H -0.1534 -0.3256 -0.7353
H -0.6621 -0.4231 0.9279
*
```

2 | The ion C2H3N4 with charge +1. Source: the OMol25 dataset; level of theory: wB97M-V/def2-TZVPD.

Computed properties:
HOMO level	-14.487	eV

```
! RIJCOSX wB97M-V def2-TZVPD def2/J DEFGRID3
* xyz 1 1
C -0.6164 1.4782 0.0267
C 0.0774 -0.7159 0.0247
N -1.5941 0.8729 -0.1009
N -1.0752 -1.0934 0.0492
N -2.0885 -0.3041 -0.0018
N 1.3329 -0.7539 -0.0170
H 0.0768 2.2268 0.2796
H 1.8923 -0.5945 -0.9025
H 1.9949 -1.1160 0.6420
*
```

Which is the most stable structure? 2 is the most stable.

1 | An isolated molecule of C4H3OPS. Source: the OMol25 dataset; level of theory: wB97M-V/def2-TZVPD.

Computed properties:
HOMO level (alpha / beta)	-8.390 / -8.387	eV

```
! RIJCOSX wB97M-V def2-TZVPD def2/J DEFGRID3
* xyz 0 1
O -3.8471 1.9196 -0.4795
P -2.4386 2.2347 -0.3810
C -1.3375 0.8895 -0.2265
C -0.1396 0.3389 -0.1106
C 0.4769 -0.8758 0.2811
C 1.7997 -1.1850 0.2905
S 3.2410 -0.5587 -0.3837
H 0.4506 1.1802 -0.2650
H -0.1059 -1.8154 0.5858
H 1.9006 -2.1281 0.6888
*
```

2 | A cluster of 2 separate species, C4H3OPS in total. Source: the OMol25 dataset; level of theory: wB97M-V/def2-TZVPD.

Computed properties:
HOMO level (alpha / beta)	-8.882 / -7.873	eV

```
! RIJCOSX wB97M-V def2-TZVPD def2/J DEFGRID3
* xyz 0 1
C -1.4172 0.3304 -0.0517
C -0.0636 0.4732 0.1821
C -1.7869 -0.9900 -0.1271
C 0.5687 -0.6902 0.3067
O 3.6980 1.5212 -0.2518
P 3.6588 0.1785 0.2174
S -0.4432 -2.0367 0.0555
H -1.9546 1.1731 -0.3246
H 0.4662 1.3465 0.0097
H -2.7261 -1.3059 -0.0162
*
```

Which is the most stable structure? 2 is the most stable.